Below is a structure of composition C32H26BrClNO5PTi, with properties calculated with the ωB97M-V functional and the def2-TZVPD basis.

Properties
Strongest force on any atom, eV Å⁻¹: 0.84
LUMO energy (spin up / spin down), eV: -2.596 / -6.142
Kohn-Sham gap (spin up / spin down), eV: 8.39 / 4.84
Net charge: +1
Energy above the lowest of the compared OMol25 structures with the same formula, charge and spin, kcal/mol: 63.1
Spin multiplicity: 2

Structure (XYZ):
```
68
C32H26BrClNO5PTi the ωB97M-V functional and the def2-TZVPD basis
Ti -0.789 -1.261 -1.729
C 5.909 -1.024 -0.661
C 5.486 0.141 -1.281
C 4.132 0.438 -1.361
C 3.197 -0.435 -0.813
C 3.626 -1.608 -0.191
C 4.978 -1.898 -0.113
P 1.417 -0.114 -0.920
C 1.244 1.665 -1.231
C 1.303 2.621 -0.221
C 1.158 3.964 -0.528
C 0.953 4.361 -1.844
C 0.886 3.412 -2.854
C 1.026 2.066 -2.549
C 0.691 -0.535 0.673
C 1.150 -0.206 1.950
C 0.446 -0.659 3.050
C -0.685 -1.455 2.862
C -1.112 -1.796 1.586
C -0.437 -1.342 0.445
H 6.965 -1.251 -0.598
H 6.209 0.825 -1.703
H 3.807 1.351 -1.843
H 2.903 -2.280 0.257
H 5.307 -2.804 0.380
H 1.447 2.314 0.807
H 1.209 4.705 0.260
H 0.845 5.411 -2.081
H 0.721 3.718 -3.879
H 0.950 1.321 -3.334
H 2.057 0.376 2.079
H 0.784 -0.423 4.051
H -1.220 -1.831 3.728
H -1.977 -2.444 1.489
C -4.015 0.311 2.013
C -3.368 1.634 2.271
C -2.688 1.857 3.439
C -2.142 3.112 3.731
Cl -1.271 3.325 5.171
C -2.328 4.217 2.870
C -2.994 4.028 1.704
C -3.445 2.727 1.336
O -4.024 2.670 0.156
C -3.802 1.553 -0.710
C -2.326 1.145 -0.631
O -1.593 1.707 0.160
O -2.021 0.216 -1.459
H -4.072 -0.256 2.940
H -3.432 -0.281 1.304
H -5.027 0.433 1.624
H -2.569 1.056 4.157
H -1.928 5.182 3.146
H -3.146 4.826 0.991
H -4.044 1.903 -1.710
H -4.441 0.708 -0.466
Br -2.753 -3.571 -1.098
C -1.038 -4.305 -1.442
C -0.864 -5.669 -1.549
C 0.414 -6.115 -1.850
C 1.435 -5.194 -2.032
C 1.149 -3.848 -1.903
N -0.077 -3.414 -1.599
H -1.694 -6.346 -1.414
H 0.604 -7.175 -1.951
H 2.437 -5.509 -2.282
H 1.902 -3.085 -2.051
O -1.363 -1.869 -3.355
O -0.063 -1.295 -3.394
```

Below is a cluster of 12 separate species, C47H97N8O14 in total at a distorted geometry, with properties calculated with the ωB97M-V functional and the def2-TZVPD basis.

Properties
Strongest force on any atom, eV Å⁻¹: 9.25
LUMO energy, eV: -6.776
Kohn-Sham gap, eV: 2.33
Net charge: +1
Spin multiplicity: 1

Structure (XYZ):
```
166
C47H97N8O14 the ωB97M-V functional and the def2-TZVPD basis
C -9.278 -1.406 11.349
C -9.404 -1.549 9.811
C -10.338 -0.434 9.318
C -9.821 0.993 9.032
C -8.614 0.854 8.140
C -7.470 0.040 8.896
N -8.070 -1.280 9.267
O -7.280 -2.396 9.286
C -6.982 0.800 10.112
C -6.320 -0.145 7.836
C -9.970 -2.901 9.263
H -9.160 -0.336 11.522
H -8.542 -1.997 11.893
H -10.208 -1.555 11.898
H -11.174 -0.517 10.013
H -10.662 -0.752 8.326
H -9.758 1.686 9.871
H -10.611 1.563 8.542
H -8.242 1.807 7.764
H -8.915 0.351 7.220
H -6.278 0.288 10.769
H -7.777 1.289 10.675
H -6.366 1.642 9.795
H -5.422 -0.553 8.300
H -5.891 0.795 7.490
H -6.612 -0.647 6.913
H -9.921 -3.007 8.179
H -11.045 -2.911 9.447
H -9.637 -3.862 9.654
O 1.035 -6.229 12.665
C 1.113 -4.998 12.579
N 2.143 -4.443 13.154
C 0.158 -4.071 11.823
H 2.372 -3.505 12.858
H 2.760 -5.009 13.720
H -0.589 -4.507 11.159
H 0.658 -3.472 11.061
H -0.225 -3.297 12.488
O -7.465 3.795 20.402
C -8.047 4.152 19.431
N -8.977 3.340 18.920
C -7.662 5.340 18.488
H -9.318 3.466 17.978
H -9.253 2.516 19.436
H -8.032 5.210 17.471
H -6.575 5.297 18.562
H -8.092 6.309 18.741
O -5.605 -9.722 12.881
C -4.861 -10.418 12.219
N -4.848 -10.383 10.903
C -3.764 -11.267 12.793
H -5.658 -10.163 10.341
H -4.235 -10.986 10.373
H -3.199 -11.004 13.688
H -2.984 -11.136 12.043
H -4.044 -12.310 12.940
O -7.745 0.977 0.425
C -6.995 1.532 -0.378
N -5.665 1.274 -0.358
C -7.533 2.387 -1.469
H -5.289 0.949 -1.237
H -5.298 0.841 0.477
H -8.570 2.056 -1.528
H -6.789 2.168 -2.236
H -7.308 3.434 -1.266
O -13.037 4.222 14.441
C -13.944 4.988 14.138
N -14.152 6.064 14.757
C -14.965 4.571 13.123
H -13.479 6.164 15.504
H -14.826 6.755 14.461
H -15.981 4.949 13.233
H -15.062 3.486 13.137
H -14.597 4.812 12.125
C -13.029 -11.076 14.483
C -13.545 -10.436 13.128
N -14.621 -11.250 12.625
C -15.669 -10.417 11.927
C -16.454 -9.635 12.960
C -14.054 -12.435 11.921
C -15.048 -13.231 11.107
H -13.851 -11.239 15.180
H -12.458 -10.316 15.017
H -12.477 -12.013 14.413
H -13.696 -9.375 13.326
H -12.852 -10.400 12.288
H -15.157 -9.675 11.315
H -16.332 -11.121 11.425
H -15.906 -8.867 13.507
H -17.254 -9.081 12.468
H -16.887 -10.271 13.733
H -13.643 -13.058 12.715
H -13.386 -12.232 11.085
H -14.464 -14.133 10.922
H -15.201 -12.746 10.142
H -16.058 -13.475 11.435
C -0.320 7.337 12.062
C -0.333 7.873 10.674
N 0.931 7.829 9.941
C 0.904 8.113 8.465
C 0.088 7.051 7.689
C 1.860 8.821 10.655
C 3.361 8.573 10.286
H -1.188 7.694 12.616
H 0.468 7.755 12.688
H -0.303 6.247 12.050
H -1.188 7.509 10.104
H -0.507 8.937 10.837
H 0.540 9.128 8.309
H 1.918 8.005 8.081
H -0.986 7.189 7.810
H 0.155 7.314 6.634
H 0.335 6.016 7.927
H 1.904 8.658 11.732
H 1.660 9.873 10.451
H 3.969 8.529 11.189
H 3.811 9.311 9.622
H 3.575 7.542 10.005
O -13.549 5.933 0.845
C -14.204 5.251 1.721
O -14.658 4.005 1.524
C -14.843 3.338 2.844
C -15.227 4.490 3.728
C -14.520 5.705 3.147
H -13.961 2.782 3.162
H -15.681 2.642 2.860
H -15.030 4.298 4.783
H -16.316 4.537 3.729
H -13.654 5.890 3.782
H -15.309 6.456 3.104
O -3.033 -0.373 17.109
C -2.976 -1.343 17.858
O -3.801 -2.354 17.807
C -3.513 -3.546 18.452
C -2.305 -3.135 19.377
C -1.780 -1.858 18.698
H -3.320 -4.215 17.614
H -4.411 -3.961 18.911
H -1.679 -4.024 19.455
H -2.650 -2.900 20.384
H -0.889 -1.945 18.076
H -1.460 -1.131 19.445
O -10.956 -10.250 5.678
C -11.728 -10.167 4.722
O -11.481 -10.743 3.611
C -12.532 -10.551 2.543
C -13.201 -9.311 3.163
C -13.050 -9.591 4.639
H -13.154 -11.441 2.457
H -12.053 -10.347 1.585
H -14.267 -9.209 2.959
H -12.692 -8.395 2.862
H -13.758 -10.366 4.933
H -13.179 -8.675 5.216
O -8.081 9.659 7.974
C -7.858 10.382 6.996
O -7.185 9.801 5.973
C -6.488 10.815 5.248
C -7.186 12.147 5.591
C -7.994 11.916 6.812
H -6.507 10.569 4.186
H -5.431 10.917 5.493
H -7.763 12.378 4.695
H -6.573 13.032 5.764
H -9.022 12.276 6.789
H -7.404 12.308 7.641
```

Below is a cluster of 3 separate species, C31H60N6O5P2 in total at a distorted geometry, with properties calculated with the ωB97M-V functional and the def2-TZVPD basis.

Properties
Strongest force on any atom, eV Å⁻¹: 7.30
LUMO energy, eV: -1.093
Kohn-Sham gap, eV: 6.79
Structure (SMILES): COCCCCCCCCc1cccc2c1C(=O)C=CC2=O.CN(C)P(=O)(N(C)C)N(C)C.CN(C)P(=O)(N(C)C)N(C)C
Spin multiplicity: 1

Structure (XYZ):
```
104
C31H60N6O5P2 the ωB97M-V functional and the def2-TZVPD basis
C 1.005 3.271 -3.887
O 0.600 4.124 -2.795
C 0.751 3.439 -1.514
C 0.159 4.316 -0.282
C 0.257 3.401 1.046
C -1.160 2.702 1.443
C -0.834 1.204 2.018
C -1.305 0.147 0.911
C -0.928 -1.381 1.222
C 0.555 -1.615 1.797
C 1.394 -2.655 0.876
C 1.841 -4.033 1.439
C 2.629 -5.018 0.544
C 2.981 -4.701 -0.939
C 2.556 -3.329 -1.504
C 1.779 -2.296 -0.605
C 1.403 -0.872 -1.267
O 1.485 0.204 -0.631
C 0.969 -0.967 -2.820
C 1.687 -1.901 -3.634
C 2.841 -2.849 -3.020
O 3.887 -3.156 -3.643
H 1.426 3.964 -4.713
H 1.852 2.541 -3.607
H 0.142 2.647 -4.328
H 1.843 3.114 -1.319
H 0.089 2.492 -1.571
H 0.872 5.214 -0.155
H -0.912 4.656 -0.477
H 0.613 4.054 1.932
H 1.094 2.637 0.871
H -1.897 2.685 0.572
H -1.545 3.308 2.350
H 0.283 1.203 2.244
H -1.390 1.086 3.010
H -0.988 0.495 -0.146
H -2.463 0.196 0.893
H -0.974 -1.938 0.207
H -1.724 -1.907 1.875
H 1.203 -0.682 1.865
H 0.447 -2.159 2.812
H 1.602 -4.324 2.516
H 2.955 -6.017 1.002
H 3.535 -5.425 -1.618
H 0.140 -0.303 -3.265
H 1.355 -1.956 -4.731
C 0.906 2.228 5.999
N 1.613 1.070 6.542
C 0.607 0.123 7.030
P 2.834 0.268 5.621
O 1.949 0.161 4.364
N 3.990 1.321 4.940
C 4.022 2.756 5.117
C 4.433 0.990 3.586
N 3.881 0.312 7.074
C 4.389 -1.025 7.398
C 3.610 1.042 8.306
H 0.176 2.604 6.722
H 0.373 2.003 5.070
H 1.578 3.065 5.819
H 1.088 -0.729 7.523
H -0.012 -0.268 6.214
H -0.047 0.589 7.774
H 3.296 3.263 4.472
H 5.015 3.152 4.876
H 3.840 3.048 6.153
H 3.724 1.349 2.831
H 4.537 -0.092 3.469
H 5.415 1.425 3.374
H 3.602 -1.655 7.824
H 5.225 -0.977 8.102
H 4.764 -1.515 6.493
H 2.821 0.573 8.904
H 3.336 2.080 8.120
H 4.515 1.081 8.923
C -2.757 -1.659 -7.445
N -3.389 -2.100 -6.204
C -2.814 -3.401 -5.849
P -3.466 -1.055 -4.831
O -1.966 -0.702 -4.897
N -4.038 0.513 -5.187
C -4.472 0.969 -6.488
C -3.369 1.608 -4.487
N -5.199 -1.481 -4.674
C -5.505 -1.950 -3.319
C -5.989 -2.233 -5.640
H -2.806 -2.449 -8.200
H -1.706 -1.386 -7.313
H -3.281 -0.815 -7.888
H -3.314 -3.815 -4.967
H -1.744 -3.324 -5.622
H -2.950 -4.127 -6.657
H -3.626 1.216 -7.137
H -5.092 1.868 -6.393
H -5.103 0.236 -6.993
H -2.429 1.885 -4.978
H -3.143 1.325 -3.455
H -4.008 2.494 -4.437
H -5.109 -2.956 -3.148
H -6.583 -1.957 -3.131
H -5.058 -1.278 -2.577
H -5.741 -3.300 -5.643
H -5.881 -1.847 -6.654
H -7.055 -2.142 -5.401
```

Q: strongest force on any atom of number 3 (C31H60N6O5P2)?
A: 7.30 eV Å⁻¹